Entry 1:
74
Properties=species:S:1:pos:R:3 method="wB97M-V/def2-TZVPD" spin_multiplicity=4 e_above_lowest_kj_mol=19.5 total_charge=0 orbital_gap_ev="7.85 / 7.07" lumo_ev="-0.79 / -1.68"
Re 0.26 0.76 0.48
Cl 1.40 -0.49 2.20
C 0.94 -2.17 1.84
C 1.85 -3.18 2.33
C 1.54 -4.49 2.06
C 0.34 -4.82 1.36
C -0.48 -3.80 0.87
C -0.19 -2.47 1.13
P -1.23 -1.13 0.52
C -2.56 -1.06 1.73
C -2.79 -2.14 2.66
C -3.90 -2.12 3.52
C -4.86 -1.11 3.41
C -4.58 -0.05 2.54
C -3.50 -0.04 1.66
C -1.88 -1.66 -1.06
C -3.29 -1.57 -1.31
C -3.81 -1.80 -2.55
C -2.99 -2.20 -3.57
C -1.63 -2.42 -3.31
C -1.07 -2.15 -2.05
H 2.67 -2.86 2.90
H 2.16 -5.27 2.37
H 0.11 -5.87 1.06
H -1.33 -4.07 0.28
H -2.13 -2.97 2.76
H -3.93 -2.76 4.34
H -5.78 -1.07 4.05
H -5.30 0.82 2.55
H -3.46 0.72 0.90
H -4.02 -1.25 -0.53
H -4.84 -1.64 -2.73
H -3.50 -2.30 -4.52
H -0.94 -2.75 -4.06
H 0.00 -2.35 -1.87
O -1.91 1.48 -2.79
C -0.82 1.46 -2.22
O -0.74 1.77 -0.89
C 0.41 0.79 -2.86
C 0.58 1.02 -4.21
C 1.54 0.26 -4.93
C 2.49 -0.53 -4.27
C 2.41 -0.50 -2.88
C 1.36 0.03 -2.12
O 1.32 -0.22 -0.77
N 3.32 -1.50 -2.15
O 4.52 -1.26 -2.41
O 2.85 -2.51 -1.66
N 1.54 0.30 -6.36
O 0.83 1.16 -6.88
O 2.32 -0.37 -7.07
H -0.19 1.58 -4.75
H 3.40 -0.95 -4.75
C 3.84 3.88 3.52
N 3.45 3.25 2.24
C 4.20 3.66 1.18
C 3.82 3.44 -0.08
C 2.45 2.76 -0.28
O 1.85 2.88 -1.34
N 1.90 2.09 0.88
C 2.25 2.37 2.16
O 1.73 1.98 3.22
H 3.56 4.95 3.49
H 4.88 3.81 3.60
H 3.35 3.37 4.35
H 5.10 4.15 1.41
H 4.32 3.86 -0.92
O -0.77 1.65 1.83
N -0.85 3.04 1.50
C -1.22 3.74 2.50
C -1.48 5.12 2.21
N -1.94 6.19 2.06
C -1.46 3.11 3.78
N -1.48 2.41 4.73

Entry 2:
70
Properties=species:S:1:pos:R:3 method="wB97M-V/def2-TZVPD" spin_multiplicity=4 e_above_lowest_kj_mol=0.0 total_charge=+2 orbital_gap_ev="5.85 / 6.20" lumo_ev="-6.93 / -6.58"
Mn 0.25 0.01 -1.22
S -0.32 5.70 -0.19
C -0.62 7.23 0.50
C -1.32 7.14 1.67
C -1.62 5.81 2.03
C -1.14 4.89 1.12
C -1.25 3.45 1.17
C -0.71 2.65 0.14
N -0.75 1.33 0.11
C -1.34 0.70 1.16
C -1.91 1.40 2.25
C -2.48 0.65 3.32
C -2.48 -0.70 3.31
C -1.90 -1.44 2.23
C -1.83 -2.82 2.21
C -1.21 -3.47 1.14
C -0.68 -2.65 0.11
N -0.73 -1.33 0.10
C -1.33 -0.72 1.15
C -1.10 -4.90 1.09
C -0.44 -5.70 0.17
C -0.55 -7.06 0.45
C -1.29 -7.32 1.57
S -1.86 -5.89 2.31
C -1.85 2.79 2.24
H -0.28 8.11 0.01
H -1.61 7.99 2.25
H -2.16 5.57 2.92
H -0.23 3.16 -0.69
H -2.91 1.20 4.15
H -2.90 -1.27 4.13
H -2.25 -3.40 3.02
H -0.19 -3.13 -0.73
H 0.11 -5.31 -0.67
H -0.09 -7.84 -0.14
H -1.54 -8.27 1.99
H -2.27 3.35 3.07
N 0.72 3.33 -2.64
C -0.26 2.55 -3.16
N -0.49 1.31 -2.79
C -1.47 0.73 -3.59
C -2.06 1.59 -4.46
S -1.35 3.15 -4.36
C -1.47 -0.72 -3.60
C -2.07 -1.56 -4.49
S -1.35 -3.12 -4.43
C -0.25 -2.54 -3.21
N -0.49 -1.31 -2.82
N 0.72 -3.34 -2.70
H 1.52 2.86 -2.25
H 0.91 4.20 -3.12
H -2.83 1.39 -5.18
H -2.83 -1.34 -5.20
H 0.94 -4.16 -3.24
H 1.54 -2.86 -2.34
O 7.35 -0.01 2.11
C 6.79 -0.01 3.11
O 6.20 -0.01 4.09
C 4.28 0.00 1.70
C 3.11 0.00 2.39
C 1.94 0.00 1.64
N 1.96 0.00 0.31
C 3.13 0.00 -0.32
C 4.36 0.00 0.34
C 3.06 -0.01 -1.84
O 4.04 -0.03 -2.54
O 1.83 0.01 -2.24
H 3.07 0.00 3.47
H 0.98 0.00 2.13
H 5.27 -0.01 -0.24

Entry 3:
60
Properties=species:S:1:pos:R:3 method="wB97M-V/def2-TZVPD" spin_multiplicity=2 e_above_lowest_kj_mol=66.1 total_charge=+2 orbital_gap_ev="4.95 / 4.94" lumo_ev="-7.96 / -7.97"
O -4.09 1.39 3.81
C -3.53 1.58 2.81
Cr -2.33 1.88 1.36
C -1.09 1.24 2.60
O -0.36 0.86 3.43
C -1.95 3.58 2.12
O -1.68 4.53 2.73
C -3.56 2.46 -0.34
C -3.85 1.13 -0.01
C -2.81 0.21 0.12
C -1.47 0.58 -0.09
C -0.39 -0.30 0.35
C 0.37 -1.10 0.89
C 1.34 -1.92 1.48
C 2.48 -1.23 2.06
C 2.66 0.14 1.69
C 3.65 0.94 2.26
C 4.52 0.39 3.21
C 4.40 -0.96 3.55
C 3.40 -1.76 2.99
C 1.08 -3.34 1.41
C 0.06 -3.78 0.52
C -0.33 -5.11 0.43
C 0.29 -6.07 1.25
C 1.32 -5.68 2.11
C 1.72 -4.35 2.18
C -1.20 1.92 -0.46
C -2.23 2.85 -0.59
H -4.37 3.20 -0.41
H -4.87 0.81 0.17
H -3.01 -0.83 0.40
H 2.00 0.58 0.95
H 3.72 1.99 1.96
H 5.30 1.01 3.65
H 5.08 -1.41 4.27
H 3.34 -2.79 3.31
H -0.42 -3.04 -0.12
H -1.12 -5.39 -0.27
H -0.03 -7.11 1.19
H 1.81 -6.41 2.75
H 2.54 -4.11 2.85
H -0.16 2.21 -0.61
H -2.00 3.87 -0.87
C -2.96 -2.91 4.79
Li -1.31 -1.97 7.49
C -1.89 -3.66 4.25
C -0.67 -3.02 4.57
C -0.97 -1.80 5.25
C -2.41 -1.75 5.43
C -2.96 -0.70 6.17
C -2.13 0.17 6.87
C -0.74 0.11 6.71
C -0.16 -0.84 5.87
H -4.02 -3.15 4.75
H -1.98 -4.57 3.66
H 0.34 -3.34 4.35
H -4.04 -0.56 6.16
H -2.56 0.98 7.46
H -0.11 0.87 7.17
H 0.91 -0.84 5.63